# 1
The following is a quantum chemistry calculation of a molecular structure, C34H71N6O15Y at a distorted geometry, from OMol25.

The geometry in XYZ format:
```
127
Properties=species:S:1:pos:R:3:forces:R:3
Y -2.709 -0.733 -2.970 4.8 4.1 3.1
C -0.349 -0.831 1.049 -0.3 -0.1 -0.8
C -0.209 -0.130 -0.293 -0.8 1.2 0.1
O -1.136 -0.535 -1.267 -2.6 -1.5 -2.7
H -1.363 -0.715 1.440 0.0 0.1 0.0
H 0.351 -0.348 1.732 0.1 -0.4 0.2
H -0.205 -1.907 0.910 0.3 0.1 0.3
H 0.835 -0.167 -0.649 -0.3 -0.3 -0.1
H -0.426 0.949 -0.131 0.3 -0.4 0.1
C 3.193 0.516 -3.576 -0.3 0.2 -2.0
O 3.725 1.060 -2.424 0.9 0.1 0.6
C 3.796 0.232 -1.285 -0.6 -0.2 0.6
C 4.746 -0.949 -1.409 -0.4 1.2 0.0
O 4.184 -1.761 -2.410 0.1 -1.3 -0.1
C 4.985 -2.905 -2.700 0.4 0.0 0.6
H 3.641 -0.401 -3.969 -0.1 -0.1 0.8
H 3.413 1.186 -4.419 -0.2 0.5 0.4
H 2.100 0.418 -3.529 0.0 -0.1 0.2
H 2.784 -0.113 -1.003 0.2 -0.2 -0.3
H 4.085 0.863 -0.442 0.3 0.1 -0.2
H 4.828 -1.444 -0.429 0.0 -0.2 -0.2
H 5.723 -0.524 -1.687 0.0 -0.5 -0.1
H 4.537 -3.579 -3.430 -0.3 0.4 -0.2
H 5.114 -3.507 -1.793 0.2 0.1 0.0
H 5.957 -2.564 -3.065 0.1 -0.2 0.0
C 2.116 3.364 -1.073 -0.1 -0.3 0.8
O 0.929 4.115 -1.154 1.3 1.9 3.3
C 0.004 3.865 -0.134 -0.1 0.3 0.4
C -1.163 4.805 -0.338 -0.5 0.2 0.3
O -1.819 4.698 -1.592 0.6 0.0 -0.1
C -2.534 3.511 -1.761 -0.5 0.1 0.6
H 1.923 2.363 -1.463 0.3 -0.1 0.1
H 2.390 3.317 -0.015 0.4 -0.2 -0.1
H 2.904 3.842 -1.641 0.0 0.1 -0.1
H 0.441 4.079 0.853 0.0 0.0 -0.1
H -0.310 2.808 -0.093 0.1 0.2 -0.3
H -0.848 5.846 -0.285 0.2 -0.1 0.1
H -1.880 4.640 0.485 0.1 0.0 -0.1
H -2.365 3.132 -2.770 -1.5 1.6 2.6
H -3.591 3.713 -1.587 -0.3 -0.2 0.1
H -2.177 2.716 -1.099 -0.2 0.0 0.1
C -5.093 1.273 -1.055 -1.1 -0.3 0.7
O -4.123 0.775 -1.677 0.2 -1.3 -1.1
N -5.197 1.327 0.252 1.0 0.1 0.2
C -4.134 0.809 1.096 0.4 -1.2 0.3
C -6.231 2.083 0.957 0.1 0.1 0.0
H -6.024 1.624 -1.523 0.5 0.2 -0.5
H -4.490 -0.053 1.669 -0.3 0.2 0.1
H -3.756 1.516 1.829 -0.2 0.3 -0.2
H -3.314 0.396 0.508 0.0 0.4 -0.2
H -7.064 2.297 0.290 0.0 0.1 0.1
H -6.576 1.529 1.829 0.0 -0.2 -0.2
H -5.780 3.002 1.339 -0.2 0.0 -0.2
C 0.174 -1.210 -5.166 0.0 -0.5 -0.3
O -0.892 -0.905 -4.598 -1.9 0.1 0.8
N 1.156 -1.812 -4.561 0.3 -1.2 -0.2
C 1.012 -2.204 -3.191 0.1 0.5 1.9
C 2.228 -2.441 -5.313 0.4 0.1 -0.8
H 0.327 -1.069 -6.236 -0.1 0.4 -0.1
H 0.815 -1.301 -2.613 -0.2 -0.1 0.1
H 1.917 -2.628 -2.762 0.3 0.1 -0.5
H 0.229 -2.922 -2.935 -0.3 0.0 -0.7
H 2.285 -2.035 -6.325 -0.1 0.1 0.1
H 3.191 -2.254 -4.846 -0.1 -0.1 0.2
H 2.054 -3.511 -5.425 0.0 0.0 0.3
C -3.155 2.015 4.572 -0.3 -0.9 -0.2
O -3.300 0.804 4.447 0.1 0.5 0.1
N -2.296 2.740 3.835 0.7 0.7 -0.7
C -2.264 4.178 3.834 -0.3 0.8 0.5
C -1.358 2.130 2.925 -0.1 -1.2 -0.1
H -3.749 2.610 5.283 0.1 0.0 0.0
H -1.272 4.595 4.015 0.2 -0.3 0.1
H -2.908 4.574 4.620 -0.1 -0.1 0.0
H -2.598 4.609 2.887 -0.1 -0.2 -0.1
H -0.393 2.632 2.953 0.1 0.0 0.2
H -1.266 1.078 3.199 0.3 0.1 0.2
H -1.686 2.079 1.880 -0.2 0.5 0.0
C 2.754 1.087 2.871 0.0 -0.2 -0.6
O 2.509 2.128 3.424 -0.2 0.6 0.2
N 2.391 -0.139 3.297 0.6 -0.4 0.5
C 2.937 -1.369 2.718 0.2 0.8 0.4
C 1.963 -0.310 4.661 -0.4 -0.6 1.3
H 3.256 1.049 1.888 0.1 0.0 -0.1
H 3.471 -1.893 3.510 -0.3 -0.4 0.0
H 3.719 -1.146 1.991 -0.4 0.1 -0.4
H 2.096 -1.931 2.321 0.3 -0.5 -0.2
H 1.226 -1.115 4.741 -0.3 0.2 -0.3
H 2.749 -0.658 5.346 0.4 0.1 -0.4
H 1.580 0.585 5.139 -0.2 0.2 -0.5
C -1.892 2.500 -4.088 2.2 0.2 -1.9
O -1.960 1.449 -3.410 -1.0 -2.7 -0.6
N -0.887 3.341 -3.950 0.8 -0.4 -1.3
C -0.721 4.473 -4.861 -1.4 0.0 -0.6
C 0.266 3.059 -3.078 -1.3 -1.3 -2.7
H -2.566 2.783 -4.897 -0.5 -0.2 0.2
H 0.097 4.261 -5.547 0.2 0.3 0.2
H -0.692 5.458 -4.396 0.7 -0.3 0.6
H -1.645 4.582 -5.446 0.2 -0.4 -0.2
H 1.060 2.681 -3.725 0.2 0.3 -0.1
H 0.497 3.947 -2.502 -0.3 -0.4 -1.4
H 0.025 2.207 -2.442 -0.2 0.2 0.2
C -3.519 -2.579 6.555 0.6 0.0 -0.7
O -3.388 -2.512 7.742 -0.4 0.2 1.3
N -2.472 -2.623 5.702 -0.6 -0.9 -0.7
C -2.671 -2.898 4.285 1.5 0.9 0.4
C -1.104 -2.556 6.170 -0.4 0.0 -0.2
H -4.474 -2.594 6.017 -0.3 -0.1 0.1
H -2.086 -3.790 4.047 -0.5 -0.3 -0.3
H -2.188 -2.084 3.723 -0.2 0.0 -0.1
H -3.711 -2.927 3.989 -0.2 -0.3 0.2
H -1.005 -2.824 7.217 -0.4 0.5 0.2
H -0.478 -3.307 5.681 0.0 0.3 -0.5
H -0.825 -1.525 5.953 0.9 -0.1 0.3
C 0.415 -4.913 -0.883 0.0 -0.1 -0.3
C 1.326 -5.434 -1.705 -0.3 0.2 -0.9
C 2.700 -5.820 -1.294 -0.1 -0.5 2.4
O 3.464 -6.380 -2.036 0.1 0.1 -0.9
C 2.993 -5.609 0.147 0.4 -0.3 -0.7
C 2.086 -5.081 0.969 -0.2 0.2 1.1
C 0.687 -4.752 0.541 0.7 0.2 -1.7
O -0.103 -4.293 1.316 -0.8 0.2 1.2
O 2.348 -4.779 2.251 0.3 -0.5 -0.1
O 1.024 -5.573 -3.002 0.2 -0.3 -0.4
H -0.510 -4.629 -1.368 -0.3 0.0 0.6
H 3.940 -5.996 0.499 0.1 0.3 0.0
H 1.534 -4.675 2.774 0.0 0.1 -0.5
H 1.699 -6.134 -3.429 0.0 0.2 0.2
```
Positions in Å, forces in eV/Å.

Computed properties:
- 2S+1: 1
- Highest occupied orbital energy: -11.94 eV
- Frontier orbital gap: 4.7810 eV
- Charge: +2
- E_LUMO: -7.2 eV


# 2
The following is a quantum chemistry calculation of 3 unconnected molecules or ions with the total composition C34H72ClN5O15S2 at a distorted geometry, from OMol25.

The geometry in XYZ format:
```
129
Properties=species:S:1:pos:R:3:forces:R:3
C -0.457 -4.427 1.076 -0.1 -0.9 -0.3
C -1.975 -4.266 0.558 0.5 0.9 0.4
C -2.453 -2.722 0.741 0.5 -0.3 0.1
C -1.684 -1.732 -0.293 0.7 -3.0 0.7
O -2.329 -0.454 -0.293 1.0 0.6 -0.6
C -1.511 0.688 -0.257 0.5 0.5 2.2
C -0.779 0.746 1.199 -0.4 0.7 0.7
C -1.763 1.348 2.352 0.6 -0.2 0.8
C -3.085 0.501 2.572 -2.2 -1.7 0.7
O -3.204 -0.555 3.231 1.3 3.3 -2.3
O -4.280 1.046 1.984 2.5 -0.7 0.3
O -2.418 1.851 -0.169 -0.4 -1.4 -2.4
S -3.452 1.961 -1.465 -7.6 1.8 2.3
O -4.625 0.986 -1.436 4.4 1.2 -0.3
O -4.122 3.321 -1.272 3.7 -2.9 -0.8
C -2.495 1.870 -3.083 0.0 0.3 -1.1
O -2.290 3.218 -3.488 0.2 -0.6 0.5
C -3.513 1.252 -4.204 1.7 -0.2 -0.3
C -4.476 2.311 -4.922 -1.5 -0.9 -0.7
N -5.523 1.467 -5.637 1.0 0.0 0.6
N -5.252 3.207 -4.046 0.6 -0.3 -0.7
N -3.818 3.068 -6.056 0.7 0.2 2.2
C -1.130 0.945 -2.969 -0.3 0.2 1.1
C -0.118 1.499 -4.067 -0.5 -0.5 -1.0
C 1.334 0.898 -4.196 4.0 3.4 -1.4
O 2.262 1.694 -4.534 -4.1 -3.1 1.5
Cl 1.943 -0.801 -4.004 -1.2 1.0 -0.2
O -1.647 -0.375 -3.119 0.9 1.0 -0.4
C -1.298 -1.218 -4.188 -1.2 -3.5 -0.6
C -2.610 -2.130 -4.533 1.3 0.1 -1.2
O -3.047 -2.932 -3.419 -1.4 1.5 -1.2
C -4.508 -2.864 -3.312 -0.6 -0.8 1.5
C -4.864 -3.561 -1.882 0.5 1.2 -0.9
C -0.493 0.990 -1.453 0.7 0.4 -0.9
S -0.013 2.816 -1.218 0.0 0.4 0.3
O 0.612 0.076 -1.280 -0.8 1.8 -0.5
C 1.876 0.646 -0.928 3.1 -1.5 0.6
C 2.907 -0.621 -0.780 -0.1 0.5 0.6
C 2.173 -1.985 -0.373 1.2 -0.5 -0.4
H 0.292 -4.201 0.234 -1.1 0.0 1.4
H -0.247 -3.801 2.014 -0.3 -0.8 -1.4
H -0.271 -5.532 1.355 -0.3 1.7 -0.4
H -2.644 -4.961 1.184 0.9 1.1 -1.1
H -2.007 -4.540 -0.548 -0.1 0.1 1.5
H -2.149 -2.439 1.810 -0.7 -0.2 -1.5
H -3.587 -2.634 0.640 1.6 0.0 0.1
H -0.587 -1.738 0.056 -1.7 0.6 -0.6
H -1.674 -2.253 -1.321 -0.3 1.2 1.3
H -0.442 -0.267 1.585 -0.5 1.1 -0.9
H 0.129 1.433 1.220 -1.2 -0.9 -0.3
H -1.148 1.241 3.327 -1.1 0.0 -1.5
H -1.930 2.477 2.237 -0.2 -1.9 -0.1
H -4.833 0.318 1.628 0.5 0.3 0.6
H -2.122 3.842 -2.750 0.0 -0.8 -0.2
H -4.032 0.300 -3.832 0.6 1.8 -0.3
H -2.800 0.890 -5.046 -1.1 0.5 1.3
H -5.037 0.641 -6.041 -0.8 0.7 0.4
H -6.262 1.181 -4.981 0.6 -0.1 -0.3
H -4.731 4.034 -3.739 -0.2 -0.9 0.2
H -5.713 2.715 -3.273 0.6 0.4 -0.4
H -3.940 4.061 -5.784 0.1 -0.7 -0.6
H -2.789 2.912 -6.025 -1.0 0.2 0.1
H 0.043 2.642 -4.037 -0.3 -2.1 0.3
H -0.636 1.333 -5.091 1.0 0.1 1.5
H -1.003 -0.792 -5.200 -0.1 0.0 1.5
H -0.526 -2.001 -3.826 -0.9 1.5 -0.7
H -3.439 -1.488 -5.002 1.0 -0.9 1.0
H -2.253 -2.839 -5.373 -0.5 1.0 1.1
H -4.882 -1.775 -3.308 0.7 -1.6 -0.1
H -5.038 -3.451 -4.135 1.0 0.8 0.7
H -3.981 -4.261 -1.652 -1.6 1.0 -0.2
H -5.860 -4.110 -1.938 1.4 0.7 0.2
H -4.920 -2.683 -1.135 0.1 -1.7 -0.9
H 1.087 3.094 -2.019 -0.9 -0.9 0.4
H 1.947 1.179 0.076 -0.8 -0.6 -1.3
H 2.376 1.316 -1.707 -1.2 -0.7 0.8
H 3.553 -0.696 -1.726 -1.2 -0.2 1.4
H 3.635 -0.365 0.079 -1.1 -0.4 -1.4
H 1.423 -2.356 -1.154 0.9 0.8 1.2
H 2.991 -2.801 -0.320 -1.3 1.3 0.0
H 1.718 -1.924 0.673 0.4 0.0 -1.5
C -4.172 0.172 8.375 0.3 -0.1 0.0
O -3.155 0.187 7.386 -0.4 0.2 0.2
C -3.547 0.876 6.196 0.6 -0.1 -0.4
C -2.688 2.127 6.009 -0.4 -0.1 0.5
N -3.013 3.140 7.014 0.2 0.0 -0.3
C -2.077 4.264 7.031 -0.1 -0.1 0.4
C -0.635 3.970 7.474 -0.1 0.5 0.1
O -0.523 3.591 8.842 0.1 -0.2 -0.4
C -0.667 2.199 9.082 0.0 0.2 0.4
H -3.825 -0.439 9.210 0.0 0.0 -0.1
H -4.372 1.183 8.743 -0.2 0.0 0.0
H -5.092 -0.271 7.980 -0.1 0.1 0.1
H -4.615 1.121 6.191 0.1 0.1 0.2
H -3.361 0.196 5.360 -0.1 0.1 0.1
H -2.864 2.538 5.010 0.0 0.1 0.0
H -1.637 1.825 6.081 0.1 -0.2 -0.2
H -3.013 2.707 7.931 0.0 0.0 -0.1
H -2.493 5.007 7.720 0.1 0.0 0.0
H -2.059 4.733 6.041 0.0 -0.1 0.0
H -0.071 4.903 7.379 0.0 0.0 0.0
H -0.133 3.247 6.822 -0.1 -0.2 0.1
H -0.300 1.592 8.251 -0.1 0.0 0.0
H -1.710 1.957 9.297 0.0 -0.2 -0.1
H -0.085 1.950 9.973 0.0 0.1 -0.1
C 9.709 -3.803 -2.190 0.1 0.1 0.3
O 10.142 -2.580 -1.615 -0.1 -0.2 -0.4
C 10.295 -1.537 -2.580 0.1 0.5 0.4
C 9.283 -0.423 -2.313 -0.1 -0.6 -0.1
N 7.924 -0.866 -2.625 0.2 0.2 0.1
C 6.889 0.068 -2.182 -0.1 -0.4 0.1
C 6.716 0.255 -0.666 -0.4 0.1 -0.3
O 6.240 -0.908 0.003 0.4 0.2 0.0
C 7.258 -1.800 0.432 -0.4 -0.2 0.1
H 9.696 -4.561 -1.404 0.0 0.1 0.0
H 8.697 -3.707 -2.594 0.0 -0.1 -0.2
H 10.397 -4.128 -2.975 -0.1 0.0 -0.1
H 10.218 -1.909 -3.607 -0.2 -0.1 0.1
H 11.304 -1.132 -2.450 0.0 0.0 0.0
H 9.532 0.445 -2.930 -0.1 0.0 0.0
H 9.370 -0.137 -1.259 0.2 0.1 0.0
H 7.759 -1.763 -2.181 0.0 0.1 -0.1
H 5.940 -0.302 -2.583 0.0 0.1 0.1
H 7.064 1.045 -2.646 0.1 0.0 0.1
H 5.943 1.017 -0.521 0.0 0.0 0.0
H 7.618 0.646 -0.184 0.1 -0.2 0.0
H 8.183 -1.281 0.698 0.0 0.0 -0.1
H 7.451 -2.552 -0.336 0.3 0.0 0.0
H 6.892 -2.326 1.317 0.0 0.1 0.0
```
Positions in Å, forces in eV/Å.

Computed properties:
- 2S+1: 1
- Highest occupied orbital energy: -8.57 eV
- Frontier orbital gap: 8.2452 eV
- Charge: 0
- SMILES: CCCCO[C@]1(CCC(=O)O)OS(=O)(=O)[C@](O)(CC(N)(N)N)[C@](CC(=O)Cl)(OCCOCC)[C@]1(S)OCCC.COCCNCCOC.COCCNCCOC
- E_LUMO: -0.3 eV


- Among the records above, which one has the highest highest occupied orbital energy?
  C34H72ClN5O15S2